# C14H11N

One molecule with the formula C14H11N in a non-equilibrium geometry (ωB97M-V/def2-TZVPD, the OMol25 dataset).

Summary:
SMILES string: N#CC(c1ccccc1)c1ccccc1
lowest unoccupied orbital energy: 0.029 Ha
calculated total energy: -16185.733 eV

```
! wB97M-V def2-TZVPD RIJCOSX def2/J DEFGRID3
* xyz 0 1
C -1.28 -0.58 1.39
N -2.20 -1.17 1.81
C -0.14 0.22 0.98
C 0.94 -0.80 0.62
C 1.87 -1.15 1.62
C 2.57 -2.36 1.54
C 2.34 -3.22 0.45
C 1.53 -2.80 -0.61
C 0.92 -1.54 -0.58
C -0.69 1.21 -0.07
C -0.72 2.58 0.21
C -1.47 3.45 -0.58
C -2.11 2.97 -1.73
C -2.00 1.61 -2.07
C -1.34 0.72 -1.21
H 0.24 0.81 1.83
H 2.01 -0.48 2.47
H 3.26 -2.64 2.34
H 2.80 -4.21 0.44
H 1.34 -3.46 -1.46
H 0.40 -1.15 -1.45
H -0.18 2.95 1.09
H -1.57 4.51 -0.30
H -2.70 3.64 -2.36
H -2.45 1.22 -2.98
H -1.37 -0.35 -1.39
*
```

Here are the Mulliken charges for atoms 1 to 6, given in e: number 1, C, carries 0.205; number 2, N, carries -0.557; number 3, C, carries 0.145; number 4, C, carries 0.156; number 5, C, carries -0.537; number 6, C, carries -0.501